A 11-piece molecular cluster, C24H70N4O11 overall at a distorted geometry, computed with ωB97M-V with the def2-TZVPD basis set.

Last column: Mulliken charge in e.
Element x y z (Å)
1 C -1.436 -3.550 -1.996  0.615
2 O -2.501 -3.112 -1.581  -0.731
3 N -0.220 -3.218 -1.529  0.243
4 N -1.374 -4.450 -2.905  -0.373
5 H -0.114 -2.490 -0.837  -0.193
6 H 0.576 -3.731 -1.882  0.161
7 H -2.257 -4.788 -3.260  0.270
8 H -0.584 -4.883 -3.362  0.145
9 C 3.314 -0.691 1.440  0.583
10 O 2.208 -0.631 1.917  -0.796
11 N 4.061 0.278 1.106  -0.303
12 N 3.968 -1.804 1.238  -0.289
13 H 3.817 1.258 1.124  0.183
14 H 5.035 0.037 0.986  0.123
15 H 3.475 -2.669 1.411  -0.008
16 H 4.959 -1.799 1.044  0.185
17 C 2.458 4.046 -0.383  -0.597
18 C 2.236 4.751 0.922  -0.322
19 O 3.438 4.703 1.681  -0.527
20 H 2.453 2.968 -0.224  -0.131
21 H 3.475 4.271 -0.701  0.421
22 H 1.778 4.342 -1.181  0.291
23 H 1.382 4.313 1.440  0.239
24 H 1.951 5.787 0.738  0.293
25 H 4.100 5.180 1.175  0.309
26 C -0.687 0.021 5.457  -1.382
27 C -0.359 0.696 4.132  0.864
28 O 1.048 0.731 4.061  -0.552
29 H -0.348 -1.014 5.419  0.253
30 H -1.763 0.038 5.627  0.342
31 H -0.207 0.463 6.330  0.368
32 H -0.751 1.711 4.210  -0.025
33 H -0.844 0.225 3.278  -0.158
34 H 1.352 0.221 3.306  0.486
35 C 2.431 -1.649 -3.502  -0.908
36 C 2.871 -2.308 -2.175  0.343
37 O 2.655 -3.649 -2.536  -0.585
38 H 2.610 -0.574 -3.516  0.199
39 H 1.391 -1.916 -3.687  0.213
40 H 3.039 -2.139 -4.262  0.539
41 H 2.235 -2.029 -1.334  -0.479
42 H 3.871 -2.015 -1.856  0.298
43 H 3.409 -3.774 -3.116  0.356
44 C 0.433 0.777 -1.132  -0.359
45 C -0.506 0.114 -0.103  -0.801
46 O 0.071 -1.102 0.312  0.649
47 H 0.630 0.116 -1.976  -0.179
48 H 1.344 1.093 -0.624  -0.061
49 H -0.129 1.645 -1.477  0.324
50 H -1.410 -0.070 -0.685  0.750
51 H -0.675 0.833 0.699  0.041
52 H 0.824 -0.842 0.847  -0.454
53 C -2.828 3.113 2.600  0.138
54 C -2.736 4.553 3.174  -0.459
55 O -1.483 5.036 2.631  -0.442
56 H -1.902 2.538 2.572  -0.134
57 H -3.203 3.183 1.579  -0.470
58 H -3.550 2.457 3.086  0.453
59 H -2.638 4.363 4.243  0.312
60 H -3.638 5.159 3.086  0.392
61 H -1.415 5.844 3.145  0.266
62 C -4.189 3.221 -1.527  -0.834
63 C -2.924 2.821 -2.340  1.596
64 C -3.140 2.154 -3.654  -1.336
65 O -2.224 3.995 -2.637  -0.576
66 H -4.670 4.072 -2.008  0.364
67 H -3.774 3.355 -0.528  -0.292
68 H -4.860 2.371 -1.396  0.363
69 H -2.328 2.158 -1.713  -0.521
70 H -2.246 2.183 -4.277  0.196
71 H -3.962 2.625 -4.193  0.362
72 H -3.361 1.103 -3.468  0.337
73 H -2.114 4.386 -1.768  0.334
74 C 1.226 1.100 -6.240  -1.041
75 C 1.229 2.580 -5.902  0.490
76 C 1.012 2.892 -4.454  -0.780
77 O 2.510 3.046 -6.319  -0.564
78 H 0.200 0.812 -6.008  0.310
79 H 1.786 0.408 -5.612  0.088
80 H 1.385 0.822 -7.282  0.372
81 H 0.404 2.986 -6.488  0.188
82 H 0.057 2.533 -4.070  -0.027
83 H 1.027 3.980 -4.393  0.357
84 H 1.784 2.553 -3.764  0.291
85 H 2.475 3.099 -7.277  0.345
86 C 2.143 -4.629 4.388  -1.349
87 C 1.088 -5.054 3.370  0.273
88 C 1.102 -4.184 2.102  -0.608
89 O 1.473 -6.435 3.220  -0.578
90 H 1.972 -5.184 5.310  0.366
91 H 2.100 -3.609 4.769  0.325
92 H 3.173 -4.705 4.040  0.360
93 H 0.130 -5.020 3.889  0.222
94 H 2.100 -3.986 1.712  0.359
95 H 0.757 -3.160 2.246  0.030
96 H 0.486 -4.656 1.336  0.312
97 H 2.292 -6.492 2.722  0.338
98 C -2.311 -3.208 2.316  -0.353
99 C -3.727 -2.825 2.185  0.294
100 C -3.913 -1.368 1.997  -0.851
101 O -4.121 -3.531 1.032  -0.597
102 H -1.791 -2.644 3.091  0.164
103 H -1.733 -3.032 1.409  -0.199
104 H -2.122 -4.240 2.613  0.233
105 H -4.383 -3.069 3.021  0.334
106 H -3.658 -0.892 2.944  0.286
107 H -4.957 -1.143 1.780  0.398
108 H -3.256 -0.876 1.280  -0.066
109 H -3.485 -3.279 0.359  0.355

Properties
Total energy: -54504.24335 eV
Gap between HOMO and LUMO: 9.132 eV
SMILES: NC(N)=O.NC(N)=O.CC(C)O.CC(C)O.CC(C)O.CC(C)O.CCO.CCO.CCO.CCO.CCO
Net charge: 0
Energy relative to the best compared isomer or geometry (same formula, charge and spin): 2.9116 eV
HOMO level: -9.11 eV

=====

The molecule C4H8N2O2 at a distorted geometry, computed with ωB97M-V with the def2-TZVPD basis set.

Last column: Mulliken charge in e.
Element x y z (Å)
1 C -1.738 -1.011 -0.246  -1.400
2 N 0.741 -0.310 -0.473  0.181
3 N 0.048 0.488 -1.505  -0.821
4 C 1.902 0.162 0.176  0.518
5 C -0.842 0.183 -0.064  0.958
6 C -1.097 1.157 0.837  -1.094
7 O 2.576 -0.879 0.694  -0.469
8 O 2.268 1.305 0.186  -0.530
9 H 3.392 -0.521 1.082  0.371
10 H 0.772 -1.298 -0.701  0.378
11 H 0.409 1.437 -1.369  0.340
12 H -2.769 -0.731 -0.026  0.395
13 H -1.695 -1.387 -1.269  0.374
14 H -1.458 -1.815 0.441  0.263
15 H -2.106 1.255 1.211  0.258
16 H -0.403 1.964 1.026  0.278

Properties
Total energy: -11348.95803 eV
Gap between HOMO and LUMO: 7.578 eV
Net charge: 0
Energy relative to the best compared isomer or geometry (same formula, charge and spin): 5.1547 eV
HOMO level: -7.10 eV